This record from the OMol25 dataset describes a structure of composition C6H14ClO6RhS2. The level of theory is ωB97M-V with the def2-TZVPD basis set.

The multiplicity is 5. For the gap between HOMO and LUMO (spin up / spin down), the calculation gives 0.2018 / 0.2299 Ha. Its LUMO energy (spin up / spin down) is 0.16660 / 0.16634 Ha. For the highest occupied orbital energy (spin up / spin down), the calculation gives -0.958 / -1.730 eV. The calculation puts the max |F| at 1.00 eV/A. As for the expectation value of S²: 6.020. As for the charge: -2.

Geometry as XYZ:
```
30
Properties=species:S:1:pos:R:3:forces:R:3:mulliken_charge:R:1
Rh 2.646317 -0.801068 -0.419987 0.474 -0.646 0.597 0.62
O 5.070608 0.239980 2.324843 0.017 0.125 -0.025 -0.73
S 4.360753 -0.932124 1.825629 -0.043 0.001 0.022 1.42
O 4.631738 -2.121521 2.621992 -0.010 -0.106 0.019 -0.71
O 4.698161 -1.180991 0.357498 -0.170 0.022 0.193 -0.76
O 2.852504 -0.659547 1.780567 0.190 -0.066 -0.063 -0.65
O 2.733916 0.907258 -0.894371 -0.282 0.481 -0.388 -0.86
Cl 1.805996 -3.124528 -0.670560 -0.079 0.101 -0.138 -0.65
C -1.759204 -2.350457 1.426536 0.005 0.010 -0.013 -1.15
C -2.383272 -1.020048 1.009263 -0.071 -0.014 -0.045 -0.31
C -2.051565 -0.646534 -0.434060 0.086 -0.018 0.493 -0.82
S -0.271715 -0.272188 -0.618580 -0.190 -0.052 -0.766 1.08
O -0.109748 -0.270744 -2.106055 -0.003 0.081 0.018 -0.70
C -0.257511 1.474170 -0.062531 0.077 -0.037 0.050 -1.09
C -0.191248 2.447475 -1.228622 0.018 -0.011 -0.020 -0.32
C -1.474154 2.541180 -2.046149 -0.025 0.005 -0.003 -1.19
H -2.023788 -2.599946 2.456098 0.016 0.000 0.001 0.35
H -0.670880 -2.331874 1.347234 -0.007 0.013 -0.006 0.29
H -2.110401 -3.157283 0.778749 -0.012 0.000 0.007 0.29
H -2.040891 -0.225700 1.679983 0.005 0.010 0.016 0.21
H -3.472261 -1.063946 1.123153 0.005 -0.004 0.010 0.37
H -2.635756 0.195779 -0.805891 0.026 0.050 -0.011 0.30
H -2.196250 -1.499845 -1.099576 0.065 0.031 -0.014 0.41
H 0.656888 1.548447 0.528561 -0.025 -0.009 0.002 0.43
H -1.124637 1.639466 0.582397 -0.047 0.012 0.016 0.52
H 0.643913 2.136621 -1.859164 -0.024 0.008 0.017 0.28
H 0.068379 3.429720 -0.821414 0.004 -0.001 0.007 0.46
H -1.673105 1.591608 -2.542294 0.004 -0.006 0.015 0.26
H -1.389456 3.310850 -2.817834 0.001 0.010 0.007 0.39
H -2.333318 2.795780 -1.415416 -0.006 0.007 0.005 0.26
```
Forces are in eV/Å.

=====

This record from the OMol25 dataset describes the ion C2H8N3O with charge +1 at a distorted geometry. The level of theory is ωB97M-V with the def2-TZVPD basis set.

For the gap between HOMO and LUMO, the calculation gives 0.4202 Ha. Its LUMO energy is -0.12173 Ha. For the highest occupied orbital energy, the calculation gives -14.747 eV. The calculation puts the max |F| at 4.29 eV/A. The SMILES is NN[C@]1([NH3+])CO1. As for the charge: +1.

Geometry as XYZ:
```
14
Properties=species:S:1:pos:R:3:forces:R:3:mulliken_charge:R:1
C -1.757043 0.356751 -0.498155 1.566 3.142 0.705 -0.63
C -0.374594 0.019539 -0.271569 -0.774 0.951 1.149 0.44
N 1.814697 0.397046 0.455266 -1.137 -0.161 -1.570 -0.56
N 0.780261 0.767024 -0.475810 -0.850 0.275 0.360 -0.11
N -0.010058 -1.374920 0.121656 -0.705 2.407 1.427 -0.17
O -1.461777 0.370120 0.904117 2.134 -0.134 -1.548 -0.47
H -2.043140 1.314100 -0.962940 0.373 -0.344 0.229 0.27
H -2.389334 -0.384501 -0.689358 -2.625 -3.075 -1.424 0.29
H 2.640692 0.366617 -0.109825 0.775 0.078 0.415 0.24
H 1.847658 0.986976 1.252719 0.294 0.895 0.569 0.24
H 0.665149 1.773745 -0.747524 0.106 -1.422 0.514 0.27
H 0.581478 -0.973888 0.877035 1.407 -1.259 -0.131 0.49
H 0.511010 -1.939947 -0.543852 -0.283 -0.326 0.071 0.31
H -0.804999 -1.678662 0.688235 -0.280 -1.027 -0.764 0.40
```
Forces are in eV/Å.

=====

This record from the OMol25 dataset describes a structure of composition C5H6MgNaO4 at a distorted geometry. The level of theory is ωB97M-V with the def2-TZVPD basis set.

The multiplicity is 2. For the gap between HOMO and LUMO (spin up / spin down), the calculation gives 0.2492 / 0.2082 Ha. Its LUMO energy (spin up / spin down) is -0.00264 / -0.04389 Ha. For the highest occupied orbital energy (spin up / spin down), the calculation gives -6.852 / -6.859 eV. The calculation puts the max |F| at 1.80 eV/A. As for the expectation value of S²: 0.751.

Geometry as XYZ:
```
17
Properties=species:S:1:pos:R:3:forces:R:3:mulliken_charge:R:1
C 0.593516 -1.698117 0.806122 -0.139 -0.366 0.524 -0.36
C -0.585859 -2.242982 0.001431 -0.105 -0.098 -0.056 -0.67
C -1.905092 -1.781393 0.541493 0.032 0.118 0.015 -0.26
C -2.607068 -0.725105 0.045743 -0.373 0.260 0.667 -0.24
O -3.573021 -0.103237 0.665912 -0.073 -0.438 -1.526 -0.93
O 0.814498 -0.304367 0.589079 -0.218 1.687 0.583 -0.30
Mg 1.384791 1.066472 -0.913705 -0.505 -0.032 1.204 0.45
Na -2.781205 0.148157 2.470975 0.605 0.154 0.846 0.97
H 1.526538 -2.219921 0.551306 -0.098 0.228 0.018 0.36
H 0.407408 -1.834349 1.881980 0.054 -0.015 -0.261 0.26
H -0.503506 -3.342198 0.018129 0.031 0.201 -0.041 0.34
H -0.464925 -1.934408 -1.049293 -0.032 -0.059 0.159 0.26
H -2.236079 -2.229803 1.490300 0.086 0.101 -0.277 0.30
H -2.296725 -0.323633 -0.940607 -0.037 -0.078 0.100 0.23
O -0.532578 0.540497 2.426962 1.059 -0.449 -0.360 -0.68
O 0.562532 1.911267 1.014922 0.779 -0.602 -0.743 -0.75
C 0.227146 0.830119 1.522954 -1.067 -0.612 -0.853 1.02
```
Forces are in eV/Å.

=====

This record from the OMol25 dataset describes a structure of composition C13H31CuN6O8 at a distorted geometry. The level of theory is ωB97M-V with the def2-TZVPD basis set.

The multiplicity is 3. For the gap between HOMO and LUMO (spin up / spin down), the calculation gives 0.2708 / 0.0950 Ha. Its LUMO energy (spin up / spin down) is -0.20578 / -0.38109 Ha. For the highest occupied orbital energy (spin up / spin down), the calculation gives -12.968 / -12.955 eV. The calculation puts the max |F| at 5.28 eV/A. As for the expectation value of S²: 2.010. As for the charge: +2.

Geometry as XYZ:
```
59
Properties=species:S:1:pos:R:3:forces:R:3:mulliken_charge:R:1
Cu -1.888538 0.436897 3.058731 0.445 -0.336 -0.499 0.53
N -0.124598 0.130137 0.112531 3.150 -0.181 0.339 0.71
O -0.651258 -0.080023 1.190641 -1.305 -0.169 1.459 -0.45
O 1.138662 0.217387 0.094681 -0.481 0.109 -0.475 -0.62
O -0.761468 0.207067 -0.925219 -1.106 0.483 -1.276 -0.56
C 6.612742 -3.412753 0.585351 -0.120 0.685 1.644 -0.89
C 5.492652 -2.295043 0.645251 0.972 -1.878 -4.834 0.78
O 4.934582 -1.922393 1.651101 -0.626 0.794 3.136 -0.15
N 4.998572 -1.926463 -0.531299 0.315 0.118 -0.445 -0.12
C 3.921422 -0.977483 -0.812029 0.004 0.962 0.893 -0.85
H 7.524342 -3.144613 1.119381 0.105 0.858 -0.383 0.35
H 6.819982 -3.680273 -0.450789 -0.321 -0.044 0.243 0.28
H 6.312332 -4.206453 1.269371 -0.639 -0.414 -0.653 0.32
H 5.433602 -2.205703 -1.398989 0.655 -0.472 0.513 0.29
H 3.802132 -0.901363 -1.892799 -0.371 -0.462 0.252 0.32
H 4.207272 0.026137 -0.497189 0.166 0.051 0.107 0.38
H 3.032962 -1.206323 -0.223489 -0.251 -0.203 -0.474 0.25
C 1.106182 2.649207 4.540241 -0.110 -0.335 0.081 -1.23
C 1.045022 1.173247 4.147141 2.002 3.142 0.695 0.85
O -0.020038 0.628607 4.240131 -2.719 -2.224 -1.005 -0.63
N 2.226102 0.635597 3.782281 -0.890 -1.070 0.580 -0.13
C 2.286912 -0.724013 3.261671 0.500 0.639 -0.985 -0.57
H 0.195162 2.890227 5.088011 0.221 -0.159 0.230 0.34
H 1.084402 3.312327 3.675431 0.439 -0.150 -0.132 0.27
H 1.987472 2.806937 5.161961 -0.046 0.409 -0.089 0.41
H 3.085332 1.089837 4.056991 -0.306 0.140 -0.208 0.24
H 2.744302 -0.561923 2.285641 0.063 -0.557 -0.362 0.06
H 1.282612 -1.099013 3.064551 0.152 0.017 0.337 0.25
H 2.925152 -1.412923 3.814971 -0.305 0.123 0.370 0.36
C -3.859528 -0.644613 -0.582499 0.535 -0.478 -0.481 -0.47
C -4.212238 -0.153073 0.751871 -1.619 0.190 2.610 0.34
O -3.501398 -0.097013 1.780731 -0.253 0.516 -0.895 -0.47
N -5.522278 0.228347 0.776051 -1.136 0.882 0.223 -0.16
C -6.266168 0.926767 1.850591 0.910 -0.844 1.558 -0.85
H -3.096318 -1.421363 -0.534709 0.141 0.395 -0.241 0.21
H -3.563228 0.265617 -1.103829 0.527 -0.315 -0.343 0.04
H -4.750158 -1.022023 -1.084929 0.145 -0.103 -0.009 0.39
H -6.125928 -0.154883 0.062711 0.350 0.215 -0.105 0.24
H -6.431278 0.223567 2.666891 0.277 -0.142 0.219 0.31
H -7.283858 1.292577 1.714211 0.268 -0.066 -1.379 0.33
H -5.689038 1.741597 2.287721 0.162 -0.027 -0.304 0.27
O -1.019998 -3.596953 -3.675259 0.163 1.291 0.510 -0.65
C -0.630568 -2.527013 -3.182819 -1.012 -3.389 -1.990 0.35
N -1.311698 -1.389393 -3.387409 -0.125 1.117 0.214 -0.27
C 0.671812 -2.498343 -2.526029 1.342 -0.055 1.310 -0.67
H -1.223268 -0.699013 -2.655529 -0.136 0.231 -0.149 0.24
H -2.136098 -1.468413 -3.965539 -0.041 -0.053 0.396 0.24
H 1.149942 -3.476913 -2.569709 -0.166 0.039 -0.624 0.40
H 0.595082 -2.367623 -1.446619 -0.121 0.735 0.084 0.17
H 1.294492 -1.733453 -2.990049 0.124 0.066 0.314 0.23
O -1.308578 3.011517 -5.107969 0.957 -0.968 -1.085 -0.14
C -1.730438 3.561357 -4.082679 -1.562 1.310 0.705 0.73
N -2.270788 4.759517 -4.186359 0.429 -0.640 0.054 -0.32
C -1.838888 2.732827 -2.842939 0.217 0.157 0.539 -0.64
H -2.390988 5.139427 -5.114439 0.035 0.476 0.084 0.27
H -2.671398 5.207947 -3.374869 -0.020 0.077 -0.127 0.25
H -1.018518 2.890877 -2.142859 0.407 -0.119 -0.338 0.42
H -1.902598 1.679757 -3.116949 -0.097 0.110 0.264 0.05
H -2.710118 3.141517 -2.331059 -0.295 -0.485 -0.074 0.37
```
Forces are in eV/Å.